1.
Computed, not measured: C6H6OS as an isolated structure in a non-equilibrium geometry, with ωB97M-V/def2-TZVPD.

```
14
Properties=species:S:1:pos:R:3:forces:R:3:mulliken_charge:R:1
S -2.866 -0.807 0.074 -0.680 0.970 0.117 -0.28
O -0.298 1.714 -0.760 -1.364 -1.217 -0.117 -0.42
C 1.569 -1.241 -0.149 1.234 -1.466 -3.717 -1.09
C -1.793 0.378 -0.123 0.285 -1.565 0.690 0.08
C -1.010 1.499 0.550 3.092 -0.619 -1.191 -0.06
C -0.588 0.264 -0.997 1.339 0.134 0.964 -0.05
C 0.477 -0.332 0.174 -2.332 0.508 -3.287 0.47
C 0.167 0.420 1.199 -0.006 0.657 2.616 -0.58
H 2.287 -0.552 -0.813 -1.157 -1.710 1.457 0.24
H -0.801 -0.207 -2.006 1.085 0.901 0.991 0.43
H 0.685 0.172 2.238 -1.577 1.352 -2.031 0.25
H -1.224 2.533 0.852 -0.458 -0.974 0.969 0.44
H 1.309 -2.253 -0.992 0.502 3.168 2.953 0.24
H 2.086 -1.589 0.752 0.036 -0.136 -0.416 0.34
```
Forces are in eV/Å.

Properties
Energy relative to the best compared isomer or geometry (same formula, charge and spin) ... 483.9 kJ/mol
HOMO ... -8.85 eV
Frontier orbital gap ... 8.398 eV
Net charge ... 0
Largest force on an atom ... 0.0848 hartree/bohr
E ... -19196.0527 eV

---

2.
Computed, not measured: C6H6OS in the gas phase in a non-equilibrium geometry, with ωB97M-V/def2-TZVPD.

```
14
Properties=species:S:1:pos:R:3:forces:R:3:mulliken_charge:R:1
S -3.747 0.075 -0.001 0.145 -0.018 0.031 -0.32
O -1.416 1.260 0.002 -0.011 -0.012 0.021 -0.37
C -0.070 0.957 -0.003 0.409 0.413 0.065 0.58
C 0.858 1.916 -0.002 0.078 -0.887 -0.013 -1.06
C 0.075 -0.501 0.000 -0.684 -0.151 0.054 0.87
C -1.179 -1.004 0.004 0.383 -0.237 -0.064 -0.48
C -2.127 0.100 0.009 -0.220 0.002 -0.105 0.07
C 1.383 -1.202 -0.004 0.219 -0.492 1.068 -1.32
H 1.960 -0.914 -0.862 0.346 0.159 -0.479 0.34
H 0.617 2.956 -0.007 -0.237 0.389 0.005 0.32
H -1.503 -2.047 -0.022 0.207 0.464 0.074 0.45
H 1.905 1.635 0.002 -0.127 0.002 -0.008 0.27
H 1.263 -2.300 -0.018 -0.021 0.565 0.027 0.33
H 1.982 -0.930 0.902 -0.488 -0.197 -0.675 0.31
```
Forces are in eV/Å.

Properties
Energy relative to the best compared isomer or geometry (same formula, charge and spin) ... 4.4 kJ/mol
HOMO ... -8.73 eV
Frontier orbital gap ... 7.965 eV
Net charge ... 0
Largest force on an atom ... 0.0233 hartree/bohr
E ... -19201.0224 eV
Structure (SMILES) ... C=C1OC(=S)C=C1C

---

3.
Computed, not measured: a 2-piece molecular cluster, C6H6OS2 overall in a non-equilibrium geometry, with ωB97M-V/def2-TZVPD.

```
15
Properties=species:S:1:pos:R:3:forces:R:3:mulliken_charge:R:1
S 2.927 -0.739 -0.307 -0.029 0.074 0.045 -0.17
S -1.443 1.517 -0.502 -3.166 0.383 -0.321 -0.20
O 0.742 0.790 -0.312 2.905 -0.969 0.248 -0.23
C 1.353 -0.223 -1.108 0.409 0.066 -0.201 -0.36
C -3.917 -1.196 0.499 0.292 0.154 -0.121 0.26
C 2.616 0.427 0.984 -0.190 0.064 -0.056 -0.27
C -2.902 -0.669 0.113 -0.334 -0.163 0.296 -0.50
C 1.480 1.085 0.796 0.409 -0.045 0.277 -0.27
C -1.692 -0.076 -0.346 -0.310 0.470 -0.019 -0.07
H 1.041 1.853 1.420 0.072 -0.084 -0.044 0.37
H 1.548 0.184 -2.105 -0.044 -0.108 0.143 0.34
H 0.667 -1.072 -1.184 0.324 0.024 -0.073 0.30
H -0.901 -0.783 -0.601 -0.450 0.043 0.006 0.06
H 3.304 0.549 1.808 -0.100 -0.010 -0.091 0.34
H -4.825 -1.645 0.843 0.212 0.102 -0.089 0.40
```
Forces are in eV/Å.

Properties
Energy relative to the best compared isomer or geometry (same formula, charge and spin) ... 521.0 kJ/mol
HOMO ... -7.88 eV
Frontier orbital gap ... 7.032 eV
Net charge ... 0
Largest force on an atom ... 0.0623 hartree/bohr
E ... -30031.8949 eV
Structure (SMILES) ... C1=CSCO1.C#CC=S

---

4.
Computed, not measured: C6H6S2 as an isolated structure in a non-equilibrium geometry, with ωB97M-V/def2-TZVPD.

```
14
Properties=species:S:1:pos:R:3:forces:R:3:mulliken_charge:R:1
S -1.842 1.731 1.435 0.327 -0.688 0.068 -0.21
S 0.597 0.865 -2.043 0.100 -0.045 -0.664 -0.17
C -0.829 0.057 -1.220 -0.532 0.815 -1.920 -0.73
C -0.977 0.371 1.310 0.011 -0.327 1.040 -0.39
C 0.537 -1.265 0.322 0.171 -0.823 0.430 -1.51
C 0.983 -2.358 0.566 0.525 0.456 -0.306 0.25
C -0.105 0.031 0.115 1.360 -0.169 0.420 1.38
C 1.019 1.137 -0.313 -0.736 0.402 1.066 -0.66
H 0.670 2.152 0.014 0.344 -0.926 -0.171 0.30
H 2.095 0.995 -0.024 -1.220 -0.239 -0.181 0.34
H -0.942 -0.427 2.127 -0.213 1.199 -0.985 0.29
H -1.649 0.783 -1.174 0.074 -0.258 -0.023 0.31
H -1.154 -0.837 -1.804 0.327 0.340 1.185 0.32
H 1.597 -3.235 0.689 -0.537 0.263 0.043 0.47
```
Forces are in eV/Å.

Properties
Energy relative to the best compared isomer or geometry (same formula, charge and spin) ... 224.1 kJ/mol
HOMO ... -8.64 eV
Frontier orbital gap ... 7.844 eV
Net charge ... 0
Largest force on an atom ... 0.0419 hartree/bohr
E ... -27986.1038 eV

---

5.
Computed, not measured: C6H7AlLiO7 as an isolated structure in a non-equilibrium geometry, with ωB97M-V/def2-TZVPD.

```
22
Properties=species:S:1:pos:R:3:forces:R:3:mulliken_charge:R:1
Al 0.066 -1.808 -0.851 -4.016 2.671 0.497 0.87
O 1.238 1.592 0.099 1.171 -0.889 -0.038 -0.44
O -1.944 -1.590 -1.231 2.928 -3.357 0.997 -0.30
O -0.299 2.203 1.634 0.544 -0.576 -0.949 -0.40
O -0.477 -0.082 -1.652 2.911 -2.460 0.896 -0.06
O -2.509 0.061 -2.697 1.881 -1.815 1.061 -0.28
O -0.845 1.906 -0.528 -0.427 -0.745 -1.163 -0.26
O 0.641 -1.364 0.967 -0.467 -0.046 -3.753 -0.20
C -1.783 -0.607 -2.022 -4.110 3.584 -1.591 0.63
C -0.008 1.956 0.509 -1.030 0.681 1.937 0.57
C 1.254 1.554 -1.345 0.215 0.064 -0.410 -0.63
C 0.558 -2.155 2.199 -0.203 -0.800 1.750 -0.15
C -0.213 1.290 -1.646 0.217 2.843 -0.086 0.45
C -0.501 -1.170 1.997 -0.118 -0.247 2.105 -0.14
Li 2.141 0.086 1.266 0.432 1.075 0.181 0.94
H 1.932 0.766 -1.680 0.006 0.115 -0.078 0.26
H -0.632 1.718 -2.560 0.126 -0.036 0.059 0.55
H -0.407 -0.195 2.477 -0.068 0.015 -0.288 0.30
H 1.597 2.521 -1.727 -0.117 -0.133 -0.034 0.38
H 1.365 -1.921 2.897 -0.036 -0.248 -0.211 0.27
H -1.513 -1.547 1.858 0.042 0.167 -1.018 0.30
H 0.340 -3.210 2.034 0.119 0.137 0.135 0.33
```
Forces are in eV/Å.

Properties
HOMO ... -22.58 eV
Frontier orbital gap ... 5.338 eV
Net charge ... +3
Largest force on an atom ... 0.1105 hartree/bohr
E ... -27435.5973 eV

---

6.
Computed, not measured: C6H7B in the gas phase in a non-equilibrium geometry, with ωB97M-V/def2-TZVPD.

```
14
Properties=species:S:1:pos:R:3:forces:R:3:mulliken_charge:R:1
C -0.084 -1.490 -0.634 -1.458 -1.925 -0.546 -0.40
C -1.212 -0.833 -0.704 -2.198 3.270 1.376 0.67
C 2.626 -0.791 -0.404 -0.637 0.684 1.017 -0.80
C -1.557 0.392 -0.002 -1.197 -0.467 0.554 0.37
C -1.106 1.316 1.084 2.226 1.567 0.435 -1.08
C -2.484 -0.132 -0.813 0.997 -0.952 -1.088 -0.54
B 1.084 -1.014 -0.266 4.404 -0.277 -0.764 -0.20
H 3.100 -1.401 0.366 0.241 -0.172 -0.135 0.27
H 3.043 -1.012 -1.395 -0.240 0.084 0.350 0.27
H -0.642 0.879 2.038 -0.390 -0.329 -1.809 0.28
H -1.919 1.875 1.511 -0.576 0.440 -0.276 0.36
H -3.399 -0.171 -1.442 0.549 0.435 0.916 0.31
H -0.276 2.136 0.751 -2.021 -2.101 0.365 0.24
H 2.825 0.248 -0.089 0.299 -0.257 -0.395 0.26
```
Forces are in eV/Å.

Properties
Energy relative to the best compared isomer or geometry (same formula, charge and spin) ... 266.7 kJ/mol
HOMO ... -7.21 eV
Frontier orbital gap ... 7.748 eV
Net charge ... 0
Largest force on an atom ... 0.0871 hartree/bohr
E ... -7005.6580 eV
Structure (SMILES) ... CB=C=C1C=C1C

---

7.
Computed, not measured: a 2-piece molecular cluster, C6H7B overall in a non-equilibrium geometry, with ωB97M-V/def2-TZVPD.

```
14
Properties=species:S:1:pos:R:3:forces:R:3:mulliken_charge:R:1
C -1.946 0.097 4.255 -0.189 0.196 0.202 -0.51
C 0.260 0.143 -0.750 -0.725 -1.177 2.803 0.32
C -1.284 -0.643 3.451 0.301 -0.411 -0.196 0.15
C -0.582 -1.369 2.634 0.675 2.021 -3.571 -0.16
C -0.126 1.565 -1.072 -0.105 -0.147 0.253 -1.22
C 0.999 -0.566 -1.853 -0.063 -0.179 0.318 -1.23
B -0.068 -0.452 0.557 -0.011 -0.188 0.243 0.40
H 0.760 2.130 -1.365 0.032 0.073 0.002 0.32
H 1.193 -1.610 -1.612 0.073 -0.039 -0.111 0.30
H 1.952 -0.066 -2.039 0.037 -0.021 -0.035 0.32
H 0.415 -0.522 -2.774 -0.016 -0.046 -0.054 0.32
H -0.830 1.583 -1.908 0.003 0.024 -0.002 0.31
H -0.154 -2.349 2.698 0.042 -0.278 0.172 0.36
H -0.589 2.059 -0.221 -0.054 0.172 -0.023 0.32
```
Forces are in eV/Å.

Properties
Energy relative to the best compared isomer or geometry (same formula, charge and spin) ... 609.0 kJ/mol
HOMO (spin up / spin down) ... -8.36 / -8.36 eV
Frontier orbital gap (spin up / spin down) ... 6.522 / 6.522 eV
Net charge ... 0
Largest force on an atom ... 0.0809 hartree/bohr
E ... -7002.1107 eV

---

8.
Computed, not measured: C6H7BCuF2INO4 as an isolated structure in a non-equilibrium geometry, with ωB97M-V/def2-TZVPD.

```
23
Properties=species:S:1:pos:R:3:forces:R:3:mulliken_charge:R:1
I -3.003 -2.636 0.322 1.149 0.865 -0.173 0.00
Cu 0.712 1.899 -2.352 0.029 -0.240 0.348 0.66
F -0.773 0.815 2.101 -1.961 0.595 -3.326 -0.22
F -4.285 0.521 0.036 3.983 -0.508 -1.329 -0.16
O 3.831 0.195 0.445 -4.845 2.396 -1.052 -0.44
O -2.133 2.315 0.857 3.051 -5.254 1.353 -0.47
O 2.582 2.086 0.973 -0.928 -2.452 -0.750 -0.48
O -3.221 0.295 -1.999 0.841 0.100 6.473 -0.47
N -1.746 0.244 -0.149 -0.988 -0.317 3.255 0.35
C 0.160 -1.686 0.527 0.059 -0.544 0.176 -0.59
C -1.586 1.191 0.967 -2.010 4.449 -0.657 0.49
C -3.096 0.334 -0.744 -2.544 0.728 -5.421 0.31
C 2.756 0.817 0.295 3.497 -1.002 1.449 0.38
C 1.577 0.296 -0.663 0.316 0.740 -0.303 0.27
C 1.267 -1.279 -0.568 0.011 -0.081 0.108 -0.58
B -1.342 -1.169 0.205 -0.178 -1.334 0.157 0.15
H 0.455 -1.408 1.616 -0.320 -0.274 -1.855 0.31
H 0.671 0.986 -0.488 0.744 -1.032 0.216 -0.29
H 0.112 -2.847 0.528 0.124 1.985 0.001 0.31
H 1.940 0.508 -1.763 0.092 -0.453 1.287 0.46
H 0.917 -1.635 -1.616 0.703 0.482 1.848 0.29
H 1.953 1.970 1.737 0.725 0.138 -0.984 0.35
H 2.251 -1.811 -0.266 -1.549 1.013 -0.822 0.37
```
Forces are in eV/Å.

Properties
HOMO ... -13.14 eV
Frontier orbital gap ... 6.417 eV
Net charge ... +1
Largest force on an atom ... 0.1269 hartree/bohr
E ... -74857.4044 eV